1.
A molecular structure, C72H180As3F24N9O9P in a non-equilibrium geometry. Source: the OMol25 dataset; level of theory: the ωB97M-V functional and the def2-TZVPD basis.

Charge ... +5
Energy ... -366411.5311 eV
Highest occupied orbital energy ... -15.2 eV
LUMO energy ... -6.32 eV

The geometry in XYZ format:
```
298
Properties=species:S:1:pos:R:3:mulliken_charge:R:1
H -1.573 -8.155 3.146 0.385
N 3.691 7.617 -3.711 0.580
H -9.421 11.184 -2.445 0.379
H -9.284 7.656 -2.838 0.509
H 2.422 -6.693 1.546 0.290
H -7.095 -6.495 3.186 0.467
H 4.327 -7.868 3.507 0.403
H 0.404 -6.916 -4.425 0.350
H 8.160 -1.382 -0.107 0.273
O 1.743 -2.885 -7.283 -0.441
H 3.339 -6.311 -4.753 0.621
H 2.384 -2.918 -5.268 0.039
H -0.164 4.533 -3.380 0.332
N -7.633 -4.979 1.860 0.420
H -9.520 -7.046 3.029 0.432
C 8.739 -0.811 -2.158 -1.008
H -7.174 11.728 -3.994 0.340
H -6.303 -2.623 0.939 0.288
H 9.537 -1.556 -2.308 0.564
H 1.624 -5.931 -2.667 0.365
H 3.829 6.007 -2.484 0.391
H -9.049 -5.136 0.206 0.575
C 2.152 -5.111 -3.218 -1.296
H -3.406 0.373 12.688 0.334
H -5.966 -4.669 3.182 0.385
H 9.606 2.089 4.430 0.418
F 2.009 0.638 2.089 -0.367
C -8.053 -4.701 0.369 -0.583
C 5.549 6.935 -2.077 -1.470
C -2.248 2.307 9.261 -0.736
C -8.420 7.918 -2.262 -0.891
H 5.371 1.160 3.635 0.155
H -0.618 0.516 10.078 0.419
F -2.339 -5.435 1.317 -0.458
C -7.770 10.942 -4.509 -1.157
H 9.012 0.924 7.765 0.443
H 4.336 0.692 0.527 0.214
H 7.471 2.623 3.066 0.372
H 2.117 7.769 -2.293 0.276
C 8.127 4.878 6.671 -1.304
H 11.351 0.142 -1.845 0.331
C -0.898 -8.838 2.710 -1.525
C -4.494 -1.903 -2.550 -0.439
H 4.475 -6.360 2.688 0.360
N 1.336 -7.770 3.140 0.185
H 1.522 5.516 -5.203 0.415
H -8.608 -8.279 2.445 0.424
F 2.163 2.742 2.871 -0.384
H 2.465 -4.675 -7.423 0.117
F -1.548 -7.176 -0.113 -0.492
O 9.315 0.388 -1.621 -0.234
H -4.326 0.947 9.875 0.315
H 5.360 8.841 -3.627 0.401
H -3.172 -3.043 -5.232 0.109
H -4.092 -0.937 -5.562 -0.526
H -2.123 -0.396 9.929 0.405
H -8.207 8.875 -4.442 0.433
H -6.687 10.533 0.282 0.403
H -0.272 0.384 5.896 0.235
C 0.653 -4.306 -5.669 -1.136
H 10.706 2.089 8.645 0.367
C -4.084 0.261 11.861 -1.192
H -0.662 -2.541 3.331 0.300
N -8.178 9.409 -2.558 0.293
H -5.548 -4.833 1.491 0.219
H -10.023 9.862 -3.497 0.456
C 0.326 -8.261 2.163 -0.373
C -7.539 10.005 -0.160 -1.426
H 1.143 -7.754 -5.829 0.329
H 10.993 2.128 6.089 0.449
H 3.419 9.315 -5.970 0.336
H 4.969 5.870 -3.785 0.522
C 2.034 5.817 -4.237 -0.910
H -4.999 -1.302 -1.721 0.117
H 5.890 5.920 -1.729 0.360
C -4.765 -1.767 -7.985 -0.296
H -7.355 -2.323 -5.878 0.368
C -5.010 6.657 -1.801 -0.767
H 1.468 -6.098 -7.785 0.453
C 0.565 -6.815 -5.495 -0.317
H -2.084 -3.665 3.338 0.200
H -7.424 6.013 -2.201 0.479
H 2.682 -1.278 -6.469 0.408
F 5.385 -4.275 -5.717 -0.466
H -1.498 -0.067 11.514 0.477
C 5.392 -2.273 0.723 -1.317
H -7.321 -1.217 -7.344 0.318
H -3.411 -4.711 -5.627 0.486
H -1.432 -6.044 -5.519 0.042
H -3.703 -2.627 0.976 0.214
H -0.704 -9.638 3.466 0.298
H -6.886 7.092 -3.530 0.424
H -8.429 10.476 0.220 0.402
H -4.278 2.246 11.021 0.455
H 2.091 -1.124 -8.123 0.275
H 7.637 5.519 7.420 0.409
F -0.233 0.006 -7.186 -0.496
H -3.203 0.600 8.205 0.292
H 0.050 -4.309 -4.757 0.474
C 1.636 -8.834 4.198 -1.064
O -6.114 7.460 -1.629 -0.204
H 2.425 -8.432 4.849 0.449
H 11.795 3.352 8.171 0.416
H 0.113 1.900 11.782 0.332
H 4.357 -1.003 -0.727 0.688
C 8.807 2.687 4.828 -0.950
H 4.479 -2.918 0.754 0.399
C -1.255 0.710 6.245 -0.796
F 0.666 2.169 1.139 -0.363
C -2.466 1.412 8.016 -0.621
N -5.499 -2.094 -6.716 0.529
H 1.953 7.808 -4.696 0.481
H -8.956 -3.438 2.351 0.462
F -2.799 1.223 -5.172 -0.530
H -3.392 -1.294 2.190 0.277
C 4.028 9.631 -5.133 -1.304
F 7.100 -3.404 -2.871 -0.527
H -4.865 0.292 -8.384 0.358
H 10.165 3.727 8.576 0.355
N -2.404 1.575 10.549 0.098
H 0.797 -9.072 1.606 0.470
C 10.767 2.993 8.086 -1.323
H 0.792 -9.112 4.858 0.400
H 7.468 -2.326 -1.429 0.638
H 3.475 10.353 -4.527 0.376
H 1.872 -9.718 3.586 0.377
H 1.311 -6.435 4.728 0.577
C 7.739 -1.368 -1.127 -0.631
C 2.565 -7.442 2.379 -0.265
C -1.057 -3.535 3.039 -0.426
F 7.794 -4.454 -4.865 -0.412
C 0.694 -6.620 3.887 -1.237
C 6.488 0.390 0.095 -0.860
F -1.891 -1.025 -5.718 -0.617
H 10.572 3.800 6.114 0.550
C 7.550 2.165 4.087 -0.525
H -4.709 -1.225 0.993 0.416
F 4.787 -3.085 -3.713 -0.568
H 5.042 0.482 -2.291 0.535
As -1.985 -5.518 -0.358 2.042
H -8.841 7.883 -1.213 0.455
H 0.161 -7.495 1.410 0.376
F 1.309 1.074 4.200 -0.386
C -1.927 2.539 11.698 -0.189
C 2.178 -5.661 -7.096 -0.645
H -6.307 -4.664 -0.825 0.282
H -1.983 -0.070 6.096 0.371
H -4.018 -2.835 -2.159 0.048
F -0.160 2.713 3.290 -0.364
F -2.599 0.481 -7.537 -0.463
H -7.175 -2.938 -7.541 0.413
H -0.085 -4.418 -6.439 0.786
H -6.252 9.715 -1.890 0.511
H -2.963 2.075 7.276 0.598
O 1.140 6.171 -3.208 -0.343
H -1.204 2.619 9.202 0.393
H -6.987 -2.349 2.581 0.097
H 1.528 -4.251 -3.257 0.278
H -7.206 11.088 -1.925 0.425
F -0.533 0.721 -4.877 -0.531
F -1.726 -5.787 -2.110 -0.498
C 3.768 -6.993 3.207 -1.423
O -0.350 -4.574 3.689 -0.380
C 0.507 5.007 -2.671 -0.739
C -3.541 -3.741 -6.006 -0.724
H -2.954 -3.571 -6.918 0.393
H 2.774 -8.326 1.844 0.642
H -7.459 10.862 -5.553 0.408
H -4.646 -0.768 -9.752 0.438
H 5.431 2.031 1.023 0.313
C 5.251 -1.585 -0.635 -0.113
C -6.300 -4.417 2.174 -0.804
N 1.477 -5.599 -5.715 0.572
H -5.108 0.307 12.167 0.436
H 3.276 -4.734 -5.061 0.158
H 3.197 6.900 -5.710 0.411
H -1.150 -7.698 -6.240 0.479
H 7.507 5.029 5.763 0.323
N 8.949 2.535 6.332 -0.002
C -3.870 1.311 10.810 -0.300
H 0.111 -5.759 1.997 -0.551
H -7.822 -5.103 -1.563 0.336
C -8.593 -4.348 2.770 -0.978
H -4.127 7.112 -1.369 0.272
C 8.672 1.092 6.817 -0.964
C -7.182 7.046 -2.445 -0.704
H -6.958 -6.867 1.503 0.347
F -0.237 -5.092 -0.111 -0.663
H 7.388 0.955 -0.070 0.631
H 3.119 -6.228 -6.935 0.295
H -6.598 9.188 -3.904 0.436
O -1.201 1.074 7.642 -0.288
H -8.816 11.193 -4.419 0.365
H -8.184 -3.598 0.351 0.437
H 9.328 0.499 6.180 0.440
H -0.287 3.361 12.603 0.451
H 10.589 0.722 -3.298 0.322
F 5.940 -5.344 -3.539 -0.518
C -7.243 10.057 -1.627 -0.393
H -5.605 -0.265 -3.746 0.501
H -2.448 3.483 11.443 0.271
H 8.222 3.273 8.194 0.625
H 9.113 5.379 6.630 0.284
H -0.725 -6.265 -7.175 0.417
C -8.876 -7.256 2.227 -1.365
H -4.880 6.536 -2.917 0.339
H -3.994 -0.772 11.409 0.313
H -10.033 9.635 -1.668 0.376
C 2.733 7.071 -4.689 -0.637
H -0.292 -6.927 4.285 0.330
H 6.459 7.372 -2.509 0.446
C -5.166 -1.000 -5.663 0.557
O -5.471 -2.318 -3.584 -0.230
As -1.534 0.623 -6.181 2.138
H -6.900 -1.137 -4.375 0.644
H -5.556 -0.083 -6.137 0.654
H 6.530 -0.186 0.995 0.295
C 8.041 3.430 7.103 -0.503
C -6.905 -2.112 -6.865 -1.108
H 3.546 -2.038 -7.841 0.308
H -6.269 -0.613 -9.149 0.319
C -7.571 9.582 -3.907 -0.619
F 6.688 -2.264 -4.903 -0.480
C 5.223 1.266 0.235 -1.112
C -7.598 -6.422 2.243 -0.459
O -4.951 -2.438 2.595 -0.379
F -1.185 2.204 -6.663 -0.503
As 6.367 -3.831 -4.353 1.971
C -0.484 2.831 11.703 -1.331
H 7.115 3.029 6.731 0.531
H 8.343 -0.669 -3.176 0.480
H -1.506 -9.276 1.972 0.511
H -5.117 5.618 -1.403 0.265
H 0.880 -2.100 -5.592 0.511
H 2.668 4.952 -3.973 0.403
H 1.484 -4.924 2.852 0.233
H 5.267 -1.584 1.546 0.306
H -5.574 -3.797 -5.357 0.453
C -5.197 -0.620 -8.841 -1.433
H -2.373 2.124 12.614 0.465
N 6.362 -0.588 -1.027 0.863
C -1.613 0.333 10.517 -1.293
H -9.482 -4.969 2.929 0.335
H 5.210 7.815 -5.032 0.412
C 2.586 -1.776 -7.402 -0.899
H 5.236 -2.382 -1.377 0.006
H 7.642 0.810 6.687 0.298
C -6.204 -2.893 2.031 -0.103
H -6.913 -6.318 -0.586 0.287
H -8.121 -4.204 3.810 0.310
H 5.146 1.857 -0.704 0.325
H 2.440 9.228 -3.147 0.426
H -1.605 1.551 5.598 0.291
P 0.897 1.712 2.681 1.333
H 6.920 0.630 -2.702 0.334
H 4.306 1.926 4.810 0.348
C 4.685 8.536 -4.362 -0.433
C 5.097 2.092 4.110 -0.569
H 3.571 8.573 -1.796 0.267
H -0.069 5.316 -1.821 0.265
F -0.288 0.561 2.587 -0.423
H 6.241 -2.915 1.015 0.306
C 10.536 0.795 -2.199 -0.861
C 1.461 -3.007 -5.877 -0.503
H 7.624 1.061 3.958 0.418
H 10.797 1.791 -1.916 0.256
C 2.625 -5.519 -4.643 -0.441
H 4.870 2.819 3.285 0.254
F -2.335 -3.824 -0.704 -0.476
H -1.021 -3.680 1.982 0.135
H 3.102 -4.868 -2.753 0.383
H -4.799 -2.716 -8.527 0.554
C -5.039 -3.515 -6.238 -1.104
H 5.945 -0.788 -3.106 0.144
C -7.174 -5.260 -0.676 -0.999
H -0.130 3.372 10.863 0.391
H 1.352 4.343 -2.375 0.318
C -0.779 -6.670 -6.162 -1.060
H -3.772 -1.339 -3.074 0.390
H 3.490 -6.463 4.093 0.384
C 10.406 2.909 6.621 -0.482
H -3.687 -1.559 -7.853 0.068
C -4.090 -1.886 1.656 -0.649
H -9.328 -7.090 1.249 0.301
H -7.612 9.017 0.304 0.322
C 6.056 0.030 -2.378 -1.089
O 6.366 2.485 4.760 -0.286
C 2.914 8.349 -2.709 -0.794
H 4.817 10.139 -5.673 0.439
H -2.982 3.127 9.321 0.376
H 9.037 3.679 4.531 0.474
C 0.525 -5.423 2.958 0.947
H -5.433 -4.111 -7.072 0.660
H 5.229 7.545 -1.251 0.335
F -3.608 -5.825 -0.579 -0.403
C -5.832 -1.178 -4.322 -1.527
C -9.522 10.078 -2.532 -1.132
C 4.518 6.541 -3.073 -0.558
```

***

2.
C3H7N in the gas phase in a non-equilibrium geometry. Source: the OMol25 dataset; level of theory: the ωB97M-V functional and the def2-TZVPD basis.

Energy ... -4713.0731 eV
ΔE to the lowest compared entry with this formula, charge and spin ... 1.0840 eV
SMILES ... C1CNC1
Highest occupied orbital energy ... -9.0 eV
LUMO energy ... 1.25 eV

The geometry in XYZ format:
```
11
Properties=species:S:1:pos:R:3:nbo_charge:R:1
H -0.248 1.742 0.976 0.185
C -0.945 0.099 -0.516 -0.398
H -0.701 0.193 1.598 0.150
H -1.929 -0.275 -0.377 0.200
H 1.547 -0.270 1.037 0.346
C 0.270 -0.885 -0.609 -0.220
C -0.239 0.717 0.766 -0.215
N 0.991 0.137 0.267 -0.611
H 0.738 -1.037 -1.545 0.194
H -0.877 0.813 -1.359 0.202
H 0.023 -1.723 -0.046 0.169
```

***

3.
C4H9NO in the gas phase in a non-equilibrium geometry. Source: the OMol25 dataset; level of theory: the ωB97M-V functional and the def2-TZVPD basis.

Energy ... -7829.7351 eV
ΔE to the lowest compared entry with this formula, charge and spin ... 2.5849 eV
SMILES ... C/C(O)=C/CN
Highest occupied orbital energy ... -8.2 eV
LUMO energy ... 0.76 eV

The geometry in XYZ format:
```
15
Properties=species:S:1:pos:R:3:nbo_charge:R:1
H 0.042 -0.021 2.757 0.489
C 0.244 0.661 -0.226 -0.292
C 1.383 -0.050 -0.837 -0.246
C -1.855 0.199 1.049 -0.679
N 1.152 -0.344 -2.231 -0.829
H -2.245 -0.702 1.532 0.227
H 2.309 0.519 -0.719 0.188
H 1.445 -0.991 -0.146 0.165
H 0.325 -0.929 -2.326 0.353
H -0.221 1.461 -0.796 0.211
O 0.309 -0.433 1.920 -0.722
H -2.382 0.334 0.100 0.227
H -2.080 1.046 1.703 0.210
C -0.368 0.096 0.844 0.339
H 1.942 -0.845 -2.626 0.359
```

***

4.
CH2N2O3 in the gas phase in a non-equilibrium geometry. Source: the OMol25 dataset; level of theory: the ωB97M-V functional and the def2-TZVPD basis.

Energy ... -10189.5354 eV
ΔE to the lowest compared entry with this formula, charge and spin ... 0.5607 eV
SMILES ... O=NNC(=O)O
Highest occupied orbital energy ... -10.8 eV
LUMO energy ... -0.61 eV

The geometry in XYZ format:
```
8
Properties=species:S:1:pos:R:3:nbo_charge:R:1
C 0.579 0.485 0.109 0.860
H 0.576 1.534 1.581 0.515
O 1.667 -0.046 0.310 -0.601
N -0.146 -1.459 -0.931 0.313
O 0.040 1.516 0.748 -0.663
N -0.300 -0.116 -0.741 -0.501
H -1.255 0.064 -0.585 0.385
O -1.161 -1.977 -0.490 -0.307
```

***

5.
2 unconnected molecules or ions with the total composition C31H19BF9O4 in a non-equilibrium geometry. Source: the OMol25 dataset; level of theory: the ωB97M-V functional and the def2-TZVPD basis.

Charge ... -1
Energy ... -65781.8121 eV
Highest occupied orbital energy ... -5.6 eV
LUMO energy ... 1.21 eV

The geometry in XYZ format:
```
64
Properties=species:S:1:pos:R:3:nbo_charge:R:1
C 0.326 -4.323 5.845 0.435
H 4.509 -0.462 10.721 0.222
O 1.922 -0.056 10.266 -0.518
O -0.268 -0.288 10.574 -0.559
C -4.099 -5.709 4.438 -0.382
C -0.895 -1.389 -0.004 0.398
H -2.917 -2.138 -0.302 0.232
H -3.142 1.761 7.620 0.209
H -5.394 0.783 8.126 0.213
C 3.140 -1.039 8.385 -0.669
H -4.305 -6.692 4.025 0.232
H -1.048 -2.082 4.877 0.011
C -4.488 0.201 8.321 -0.230
C -0.794 0.578 7.776 0.046
C -2.590 -3.757 4.544 -0.291
F 3.101 -6.678 5.625 -0.348
C -1.140 -2.434 2.628 -0.287
F -0.425 -3.740 6.847 -0.345
H 2.225 -1.238 7.816 0.240
F -2.085 -5.674 3.226 -0.338
C -2.153 -1.281 8.793 -0.049
F 1.083 -1.650 3.015 -0.340
F -0.765 -0.923 -1.298 -0.347
F -3.369 -3.101 1.981 -0.342
C 0.420 0.481 8.406 -0.366
C 1.824 -5.607 3.910 -0.374
H 3.966 -0.839 7.692 0.230
C 1.342 -5.181 6.260 -0.383
C 4.260 0.414 10.115 -0.625
C 2.977 0.154 9.315 0.524
O 1.330 2.196 7.023 -0.566
H -0.827 1.269 6.934 0.245
C -2.078 -2.020 0.375 -0.377
C 0.007 -4.051 4.509 -0.282
C -2.171 -2.499 1.681 0.432
H 5.087 0.619 9.429 0.223
C -2.052 0.004 8.207 -0.138
O 2.703 1.359 8.581 -0.520
C 0.001 -1.756 2.172 0.444
H 1.531 -5.349 7.318 0.231
C 2.086 -5.813 5.263 0.397
H -5.552 -1.521 9.111 0.213
H 4.126 1.276 10.775 0.228
C -4.674 -3.814 5.864 -0.382
C -3.531 -3.168 5.386 0.446
F 0.462 -4.704 2.242 -0.337
C -3.247 0.741 8.008 -0.151
B -1.199 -3.044 4.125 -0.020
F -3.400 -1.830 5.695 -0.341
H -5.321 -3.327 6.591 0.231
H -1.240 -1.849 8.986 0.217
C 0.158 -1.215 0.896 -0.377
C 1.498 1.388 7.911 0.785
H 3.397 -1.924 8.980 0.227
C -4.575 -1.082 8.883 -0.183
C 0.777 -4.752 3.577 0.441
C -4.961 -5.071 5.330 0.401
H 2.384 -6.103 3.123 0.232
C 0.623 -0.014 9.801 0.775
C -3.398 -1.801 9.133 -0.243
H 1.067 -0.688 0.615 0.233
H -3.446 -2.787 9.604 0.217
F -6.146 -5.689 5.680 -0.348
C -2.928 -5.036 4.097 0.447
```

***

6.
A gas-phase ion, C21H30NO (charge +1). Source: the OMol25 dataset; level of theory: the ωB97M-V functional and the def2-TZVPD basis.

Charge ... +1
Energy ... -25796.1915 eV
ΔE to the lowest compared entry with this formula, charge and spin ... 0.1187 eV
SMILES ... Cc1cc(C)c(C)c(OCCCC[N@H+](C)Cc2ccccc2)c1
Highest occupied orbital energy ... -11.4 eV
LUMO energy ... -2.03 eV

The geometry in XYZ format:
```
53
Properties=species:S:1:pos:R:3:nbo_charge:R:1
H -1.188 1.956 3.108 0.225
H -2.655 0.414 4.005 0.216
C 0.956 -2.721 -1.532 -0.006
H 0.481 -3.427 -3.485 0.216
O 1.111 0.822 -0.510 -0.597
C 2.373 2.828 -0.025 -0.430
H -2.500 -2.279 -0.115 0.226
H 0.918 -4.850 -1.717 0.228
H -0.040 1.590 0.406 0.494
C 1.505 -1.761 0.729 -0.657
H -1.008 -0.378 0.131 0.200
H 0.908 -1.575 -5.504 0.231
H -4.081 -2.873 1.691 0.229
C -1.723 0.160 2.092 -0.085
H 1.604 -0.798 1.223 0.205
H 0.041 3.712 2.415 0.226
C 2.422 1.382 -0.509 -0.054
H 3.398 3.196 -0.051 0.242
C 0.981 -0.344 -1.294 0.252
H 3.075 0.784 0.140 0.183
H 2.029 2.120 1.993 0.214
H 0.536 0.812 -3.031 0.218
H -2.476 1.766 0.338 0.249
C 0.623 -2.553 -2.866 -0.199
C -0.785 1.323 2.312 -0.237
H 2.320 3.843 1.867 0.246
C 1.810 3.004 1.394 -0.427
C 0.466 -1.296 -3.437 0.012
C -3.463 -1.263 2.957 -0.190
H 0.187 0.944 2.640 0.233
H -4.150 -1.513 3.750 0.230
H -0.799 -1.706 -5.108 0.228
H -0.026 -0.116 -5.159 0.217
H 2.125 -4.240 -0.584 0.226
H 0.118 4.116 0.699 0.223
C 0.650 -0.185 -2.631 -0.266
H 1.794 3.426 -0.731 0.208
C -2.620 -0.174 3.099 -0.195
C 1.148 -1.599 -0.717 0.000
N -0.560 2.173 1.115 -0.407
C -1.692 -0.608 0.933 -0.178
C -2.539 -1.693 0.791 -0.201
H -2.343 3.288 1.232 0.226
C 1.113 -4.095 -0.961 -0.634
H 0.738 -2.335 1.249 0.230
H 2.446 -2.300 0.827 0.233
H -1.657 3.150 -0.399 0.229
C -3.424 -2.025 1.802 -0.194
H 2.830 1.351 -1.525 0.204
C 0.115 -1.158 -4.884 -0.630
C -1.835 2.622 0.536 -0.424
C 0.318 3.330 1.430 -0.211
H 0.426 -4.249 -0.130 0.221
```

***

Look up the highest occupied orbital energy of the sixth one.
-11.4 eV

***

The lowest LUMO energy belongs to which entry?
C72H180As3F24N9O9P